Density functional theory data (ωB97M-V with the def2-TZVPD basis set) for a cluster of 7 separate species, C33H72N4O17 in total at a distorted geometry.

Positions of all 126 atoms, in Å:
C 0.278 -4.039 -1.598
O 0.158 -4.449 -0.332
C 0.100 -5.810 -0.053
C -0.236 -5.863 1.464
N -0.305 -7.299 1.916
C 0.971 -7.994 2.355
C 0.820 -9.422 2.972
O 0.285 -10.395 2.022
C 0.797 -11.750 2.364
H -0.430 -3.247 -1.842
H 0.073 -4.769 -2.381
H 1.197 -3.486 -1.793
H 1.090 -6.163 -0.341
H -0.669 -6.362 -0.593
H -1.162 -5.320 1.655
H 0.454 -5.372 2.150
H -0.988 -7.456 2.643
H 1.525 -7.454 3.123
H 1.641 -8.023 1.496
H 0.205 -9.394 3.871
H 1.811 -9.597 3.390
H 0.668 -11.937 3.430
H 1.881 -11.852 2.308
H 0.376 -12.476 1.668
C -2.785 -0.956 -3.337
O -2.428 0.172 -2.455
C -2.956 0.159 -1.150
C -2.556 1.439 -0.445
N -1.104 1.297 -0.344
C -0.388 2.552 -0.135
C -0.337 3.430 -1.446
O 0.924 4.076 -1.712
C 1.323 4.938 -0.568
H -3.853 -1.097 -3.503
H -2.447 -1.925 -2.969
H -2.501 -0.804 -4.378
H -2.813 -0.766 -0.591
H -4.038 0.060 -1.238
H -2.956 1.400 0.568
H -2.860 2.306 -1.032
H -0.886 1.083 -1.307
H 0.626 2.179 0.008
H -0.695 3.073 0.772
H -1.050 4.251 -1.382
H -0.562 2.799 -2.307
H 2.255 5.441 -0.825
H 1.435 4.405 0.376
H 0.530 5.681 -0.483
C -3.046 -9.608 1.319
O -3.513 -9.657 -0.054
C -4.398 -8.532 -0.396
C -3.677 -7.262 -0.635
N -4.707 -6.226 -0.987
C -4.191 -4.840 -1.111
C -3.857 -4.147 0.313
O -4.980 -4.382 1.096
C -4.818 -4.369 2.583
H -2.471 -8.753 1.673
H -2.379 -10.469 1.380
H -3.923 -9.872 1.909
H -5.105 -8.612 0.430
H -4.954 -8.822 -1.287
H -2.908 -7.420 -1.391
H -3.116 -6.935 0.241
H -5.425 -6.127 -0.283
H -4.893 -4.196 -1.639
H -3.332 -4.702 -1.768
H -3.589 -3.092 0.252
H -3.008 -4.689 0.730
H -3.877 -3.858 2.786
H -4.826 -5.366 3.025
H -5.655 -3.866 3.066
C 8.282 7.344 -0.838
O 6.891 7.451 -1.031
C 6.521 8.129 -2.299
C 5.183 7.793 -2.900
N 4.133 8.805 -2.641
C 3.685 8.595 -1.243
C 2.545 9.604 -1.024
O 1.523 9.575 -2.078
C 0.559 10.568 -2.100
H 8.473 8.398 -0.633
H 8.654 6.942 -1.780
H 8.744 6.766 -0.037
H 7.302 7.903 -3.025
H 6.686 9.201 -2.193
H 5.006 6.728 -2.747
H 5.411 7.672 -3.959
H 3.339 8.705 -3.258
H 4.502 8.690 -0.528
H 3.084 7.704 -1.058
H 3.103 10.541 -1.023
H 2.137 9.414 -0.031
H 0.775 11.565 -1.715
H -0.370 10.506 -1.534
H 0.300 10.704 -3.150
O -1.312 5.254 2.017
C -2.531 5.218 1.788
O -3.140 4.491 0.845
C -4.510 4.612 0.851
C -4.731 5.426 2.145
O -3.467 6.004 2.364
H -4.707 5.291 0.021
H -5.115 3.718 0.696
H -5.037 4.874 3.034
H -5.563 6.081 1.886
O 0.180 -3.305 4.460
C -0.296 -2.328 3.726
O -0.843 -2.527 2.512
C -1.349 -1.265 2.162
C -0.517 -0.222 2.935
O -0.172 -1.011 4.038
H -1.203 -1.170 1.086
H -2.432 -1.168 2.237
H -1.111 0.690 2.987
H 0.430 -0.128 2.404
O 4.488 5.091 0.941
C 5.066 4.740 -0.072
O 6.344 4.465 -0.174
C 6.685 4.134 -1.472
C 5.308 3.997 -2.076
O 4.437 4.500 -1.201
H 7.176 4.974 -1.963
H 7.391 3.304 -1.450
H 5.067 2.937 -2.158
H 5.221 4.560 -3.005

- structure (SMILES) = COCCNCCOC.COCCNCCOC.COCCNCCOC.COCCNCCOC.O=C1OCCO1.O=C1OCCO1.O=C1OCCO1
- energy (eV) = -76144.7747
- largest force on an atom (eV/Å) = 7.165
- charge = 0
- orbital gap (eV) = 8.70
- LUMO (eV) = 0.2066

Löwdin population analysis, charges in e, atoms 1 to 4:
1. C -0.1635
2. O -0.1844
3. C -0.1936
4. C -0.1546